No. 1
Formula: C28H45AlBeClF11MgN4O7P
Source: the OMol25 dataset
Level of theory: ωB97M-V/def2-TZVPD

```
100
Properties=species:S:1:pos:R:3:mulliken_charge:R:1
C -0.572 -4.248 0.563 -0.937
C -1.632 -3.812 -0.649 -0.120
C -0.890 -2.773 -1.677 -0.823
C -1.750 -1.427 -2.048 -0.396
C -3.242 -1.553 -2.718 -0.303
N -4.227 -0.962 -1.917 0.130
C -3.545 -0.451 -0.667 -0.368
C -4.328 0.603 0.326 0.394
C -5.984 0.374 0.344 -0.778
F -3.887 0.248 1.727 -0.391
C -1.922 -0.222 -0.950 0.544
C -1.440 1.216 -1.583 -0.879
C 0.007 1.742 -0.929 -0.723
C 1.223 0.656 -1.277 -0.153
N 1.612 0.043 0.083 -0.644
H -0.713 -5.381 0.896 0.199
H 0.555 -4.105 0.230 0.350
H -0.707 -3.565 1.527 0.334
H -2.590 -3.395 -0.121 0.074
H -1.957 -4.825 -1.173 0.394
H 0.150 -2.483 -1.218 0.235
H -0.652 -3.395 -2.667 0.387
H -1.109 -0.978 -2.946 0.477
H -3.518 -2.021 -3.757 0.396
H -5.241 -0.920 -2.202 0.182
H -3.530 -1.432 0.009 -0.053
H -4.023 1.722 0.167 0.268
H -6.424 0.160 -0.722 -0.179
H -6.227 -0.529 1.085 0.353
H -6.417 1.362 0.833 0.321
H -1.287 -0.608 -0.046 0.592
H -1.254 1.189 -2.755 0.312
H -2.303 2.024 -1.429 0.325
H -0.089 1.868 0.234 0.358
H 0.294 2.728 -1.502 0.294
H 0.841 -0.182 -2.026 0.109
H 2.160 1.178 -1.780 0.360
H 2.248 -0.765 -0.098 0.236
H 2.135 0.776 0.614 0.223
F -5.027 2.170 3.381 -0.232
P -4.224 3.352 4.001 0.808
F -4.448 2.698 5.398 -0.346
F -2.939 2.481 3.862 -0.309
F -4.988 3.955 2.784 -0.307
F -3.068 4.353 3.700 -0.318
F -4.876 4.458 4.885 -0.080
Be 0.276 -6.743 0.597 0.264
N -2.124 -9.635 2.059 0.972
O -2.863 -10.539 1.635 -0.530
O -2.061 -9.405 3.278 -0.602
O -1.449 -8.960 1.264 -0.595
C 6.766 1.656 1.339 -0.864
C 5.783 2.076 0.257 -0.407
O 4.564 2.606 0.773 -0.358
C 4.673 3.771 1.588 -0.348
C 5.300 4.954 0.870 -1.017
H 6.310 0.910 2.001 0.297
H 7.667 1.225 0.889 0.213
H 7.074 2.499 1.960 0.289
H 5.516 1.196 -0.335 0.324
H 6.241 2.788 -0.437 0.318
H 5.214 3.536 2.511 0.312
H 3.654 4.041 1.888 0.326
H 6.324 4.745 0.553 0.244
H 5.325 5.829 1.528 0.386
H 4.725 5.206 -0.027 0.285
N 11.645 2.983 -2.005 -0.538
C 11.935 3.192 -0.702 -0.081
C 11.472 2.390 0.329 -0.412
C 10.658 1.309 0.007 -0.186
C 10.340 1.070 -1.326 -0.374
C 10.854 1.926 -2.286 -0.253
H 12.571 4.049 -0.501 0.330
H 11.739 2.603 1.358 0.345
H 10.275 0.659 0.788 0.457
H 9.707 0.236 -1.610 0.347
H 10.637 1.778 -3.341 0.354
C -11.455 -0.869 -0.594 -0.353
C -10.288 -1.008 0.157 -0.543
C -9.057 -0.654 -0.394 0.343
C -8.994 -0.152 -1.695 -0.081
C -10.161 -0.010 -2.444 -0.755
C -11.391 -0.372 -1.896 -0.052
H -12.414 -1.148 -0.165 0.414
H -10.338 -1.392 1.173 0.352
H -8.147 -0.768 0.188 0.180
H -8.035 0.128 -2.123 0.124
H -10.112 0.383 -3.457 0.363
H -12.300 -0.267 -2.482 0.017
F 12.507 7.786 -0.035 -0.477
Al 10.786 7.256 -0.059 0.816
F 10.686 5.568 -0.679 -0.373
F 9.837 8.347 -1.131 -0.479
F 10.115 7.322 1.611 -0.480
Cl -14.114 0.148 -3.049 -0.503
Mg -5.614 5.197 6.771 0.704
C -2.621 -12.731 -0.563 0.892
O -2.788 -13.613 0.264 -0.370
O -1.666 -11.945 -0.584 -0.243
O -3.380 -12.486 -1.508 -0.307
```

* orbital gap: 0.034 Ha
* DFT total energy: -114192.0908 eV
* total charge: -1

***

No. 2
Formula: C5H35N2O10
Source: the OMol25 dataset
Level of theory: ωB97M-V/def2-TZVPD

```
52
Properties=species:S:1:pos:R:3:mulliken_spin:R:1
C -1.805 -0.903 3.350 0.040
C -0.536 -0.006 3.401 0.058
C 0.492 -0.171 2.265 -0.003
C 0.103 0.568 0.999 0.014
C 0.991 1.764 0.753 0.501
N 2.263 1.428 0.040 -0.148
N -1.776 -1.998 2.374 0.017
H -2.087 -1.378 4.298 0.005
H -2.699 -0.314 3.136 -0.008
H -0.887 1.031 3.407 0.020
H -0.039 -0.066 4.376 -0.029
H 0.578 -1.266 2.209 -0.006
H 1.491 -0.030 2.686 0.033
H 0.113 -0.108 0.158 0.017
H -0.951 0.814 0.972 -0.013
H 0.498 2.538 0.166 -0.205
H 1.273 2.232 1.694 0.151
H 2.788 2.236 -0.299 -0.032
H 2.954 1.121 0.740 0.016
H 2.167 0.652 -0.715 0.008
H -1.092 -2.702 2.569 -0.004
H -1.800 -1.685 1.415 -0.005
H 1.755 -2.748 -1.506 0.006
H 2.298 -2.870 -0.107 -0.002
O 2.581 -2.615 -0.982 -0.001
H 2.325 -2.800 -3.845 -0.002
H 0.764 -2.983 -4.112 -0.002
O 1.431 -2.738 -3.455 0.012
H 1.903 -0.308 -2.565 0.011
H 2.931 -0.963 -1.680 -0.005
O 2.688 -0.068 -2.046 -0.033
H 4.746 -0.861 1.800 -0.002
H 3.879 -0.223 2.833 -0.003
O 4.105 -0.149 1.888 0.010
H -1.681 3.928 -1.064 0.184
H -0.658 4.343 -2.049 0.067
O -0.896 3.581 -1.521 -0.166
H -4.097 3.685 0.490 0.188
H -2.790 3.553 1.214 0.201
O -3.185 3.350 0.345 -0.600
H -2.868 -0.848 -3.930 -0.020
H -1.634 -0.616 -3.059 0.017
O -2.102 -1.319 -3.570 0.032
H -3.253 1.840 -0.490 0.131
H -3.832 0.768 -1.454 -0.040
O -3.025 1.035 -1.005 0.402
H -0.573 1.381 -2.185 0.014
H -1.361 0.431 -1.396 -0.042
O -0.529 0.444 -1.933 0.210
H -0.403 -2.840 -2.145 0.000
H -0.441 -4.026 -1.198 -0.005
O -0.117 -3.119 -1.265 0.010
```

* orbital gap (alpha / beta): 0.073 / 0.313 Ha
* DFT total energy: -29205.5207 eV
* ΔE to the lowest compared entry with this formula, charge and spin: 0.0 kcal per mole
* spin multiplicity: 2

***

No. 3
Formula: C7H14N2OPYb
Source: the OMol25 dataset
Level of theory: ωB97M-V/def2-TZVPD

```
26
Properties=species:S:1:pos:R:3:mulliken_spin:R:1
C 0.033 1.434 -2.500 0.023
C 0.425 0.928 -3.740 -0.004
C 0.562 -0.439 -4.046 0.009
C 0.280 -1.468 -3.122 -0.004
C -0.113 -1.177 -1.823 0.005
Yb -0.017 0.474 -0.800 0.957
P -0.714 2.417 0.364 -0.002
H 0.014 2.538 -2.429 0.006
H 0.609 1.645 -4.555 0.002
H 0.841 -0.716 -5.071 0.001
H -0.505 -2.011 -1.202 0.003
H 0.278 -2.504 -3.491 -0.001
H -1.967 2.345 1.040 -0.001
H -1.005 3.582 -0.406 0.001
H -0.044 3.118 1.418 0.000
C 0.790 0.406 3.558 0.000
N 0.188 -0.890 3.290 0.000
C -0.186 -1.289 2.041 0.000
N -0.658 -2.542 1.839 0.000
O -0.084 -0.507 1.108 0.004
H 0.898 1.027 2.643 0.000
H 1.808 0.257 3.978 0.000
H 0.175 0.966 4.291 0.000
H 0.090 -1.540 4.083 0.000
H -0.952 -2.854 0.904 0.000
H -0.746 -3.200 2.628 0.000
```

* orbital gap (alpha / beta): 0.176 / 0.176 Ha
* DFT total energy: -53323.2942 eV
* spin multiplicity: 2